Entry 1:
{
  "formula": "C6H11N2O2",
  "method": "wB97M-V/def2-TZVPD",
  "species": ["C", "C", "C", "C", "C", "C", "N", "N", "O", "O", "H", "H", "H", "H", "H", "H", "H", "H", "H", "H", "H"],
  "positions_angstrom": [[0.41546, -0.98661, 0.39146], [-2.29127, 1.78112, 1.40303], [0.87767, -0.92977, -1.84377], [0.64516, -2.37937, -1.30431], [0.89274, -0.18415, -0.55714], [1.40731, 1.19359, -0.38401], [-3.11381, 2.31798, 0.74698], [-1.22692, 1.61844, 2.08271], [0.15720, -0.79150, 1.71632], [0.13318, -2.20704, 0.02263], [1.81754, -0.94025, -2.41997], [0.01285, -0.66290, -2.47413], [-0.11998, -2.87932, -1.82879], [1.46264, -3.04388, -1.45661], [2.19608, 1.03587, 0.32389], [0.59487, 1.83330, -0.06343], [1.73499, 1.46390, -1.46008], [0.02565, -1.66710, 2.16187], [-3.83663, 2.37482, 0.06804], [-0.55378, 2.27597, 2.26178], [-1.23094, 0.77693, 2.61352]],
  "forces_ev_per_angstrom": [[0.51, 1.02, 0.41], [-1.11, 3.56, -2.26], [-0.18, -1.72, -0.18], [-0.93, 1.15, -1.11], [-0.48, 0.09, 0.75], [-0.15, -0.64, -2.44], [1.64, -2.14, 2.11], [-2.74, -2.71, -0.06], [-0.18, -0.23, 0.64], [-0.09, -2.70, -0.12], [-0.42, 0.48, 0.16], [0.51, 0.20, -0.09], [-1.16, -0.39, -0.74], [1.23, -0.26, 1.03], [0.75, 1.14, 0.31], [0.25, 0.64, 0.18], [-0.08, 0.27, 2.15], [0.35, 0.86, -0.82], [-0.40, 0.11, -0.59], [1.93, 2.21, 0.15], [0.75, -0.94, 0.52]],
  "mulliken_charge": [0.34, 0.46, -0.40, -0.52, 0.45, -1.05, -0.09, -0.19, -0.54, -0.49, 0.35, 0.21, 0.27, 0.29, 0.31, 0.15, 0.31, 0.35, 0.32, 0.24, 0.24],
  "total_charge": 1,
  "max_force_ha_per_bohr": 0.0848,
  "e_tot_ev": -13465.8330,
  "gap_ev": 5.59,
  "molar_mass_g_mol": 143.17,
  "relative_energy_ev": 4.300
}

=====

Entry 2:
{
  "formula": "C6H11N2O2",
  "method": "wB97M-V/def2-TZVPD",
  "species": ["C", "C", "C", "C", "C", "C", "N", "N", "O", "O", "H", "H", "H", "H", "H", "H", "H", "H", "H", "H", "H"],
  "positions_angstrom": [[2.15679, -0.12545, -0.11689], [-2.31593, -0.58196, -0.71705], [-1.38117, 1.23033, 0.48187], [-0.85782, -1.02720, -0.58923], [-0.18197, 0.25925, 0.08322], [3.42008, 0.61431, -0.21507], [-2.43354, 0.28310, 0.45111], [-0.45945, -1.05329, 0.82286], [2.11344, -1.26381, 0.27990], [1.03645, 0.72752, -0.17408], [-2.53592, 0.10685, -1.67200], [-2.89221, -1.49004, -0.60015], [-1.34784, 1.64406, 1.40768], [-1.26319, 1.90911, -0.37252], [-0.25897, -1.62241, -1.38930], [3.63724, 1.38294, -0.90545], [4.08762, -0.09196, -0.57082], [3.76746, 0.96217, 0.77332], [-3.31765, 0.72426, 0.65353], [-1.31130, -0.97129, 1.26210], [0.33789, -1.61649, 1.10698]],
  "forces_ev_per_angstrom": [[2.58, 8.58, -5.17], [0.00, 1.46, -1.09], [2.42, -2.20, -4.21], [1.91, 1.55, -2.22], [-1.40, -0.42, 0.87], [-0.06, 0.36, 1.56], [-1.31, -0.26, 0.32], [2.85, -0.41, -2.38], [-1.77, -8.41, 3.75], [-1.95, -0.66, 1.28], [0.69, -2.28, 1.49], [-0.90, 0.17, -0.39], [0.67, 1.58, 2.57], [-0.81, 0.65, 0.30], [-1.14, 1.11, 1.80], [-0.97, 1.31, -0.81], [1.68, -1.74, -0.16], [0.14, -0.05, -0.04], [-0.36, -0.42, -0.25], [-2.46, 0.27, 2.76], [0.17, -0.21, 0.03]],
  "mulliken_charge": [0.49, -0.49, -0.77, -0.04, 0.41, -1.20, -0.47, -0.08, -0.47, -0.16, 0.32, 0.37, 0.48, 0.35, 0.42, 0.38, 0.39, 0.27, 0.26, 0.26, 0.28],
  "total_charge": 1,
  "max_force_ha_per_bohr": 0.2012,
  "multiplicity": 3,
  "e_tot_ev": -13460.5530,
  "gap_ev": [6.69, 5.70],
  "molar_mass_g_mol": 143.17,
  "relative_energy_ev": 3.875
}

=====

Entry 3:
{
  "formula": "C6H11N2O2Si",
  "method": "wB97M-V/def2-TZVPD",
  "species": ["C", "C", "C", "C", "C", "C", "N", "N", "O", "O", "Si", "H", "H", "H", "H", "H", "H", "H", "H", "H", "H", "H"],
  "positions_angstrom": [[0.44977, 0.28665, -1.14489], [0.26002, 0.42076, 0.37199], [-1.66664, -0.45896, -0.47364], [-1.15546, -0.45101, -2.88265], [-1.72834, 0.09954, 1.87868], [1.32255, 0.25123, 1.47560], [-0.78279, -0.37203, -1.58048], [-0.96513, -0.19100, 0.69073], [0.11394, 1.57225, -0.35713], [-2.86574, -0.69579, -0.64226], [3.02187, 0.07001, 0.59529], [-0.24269, -0.50528, -3.52148], [-1.73100, -1.39704, -3.07894], [-1.74981, 0.40364, -3.33361], [-1.48147, 1.05900, 2.32210], [-2.74516, 0.06010, 1.59276], [-1.44553, -0.67860, 2.61897], [1.50410, 1.16819, 1.99171], [0.88976, -0.45804, 2.13937], [3.76349, 0.94849, -0.32283], [3.15028, -1.25475, -0.07225], [4.08398, 0.12262, 1.73295]],
  "forces_ev_per_angstrom": [[0.92, -0.38, 0.88], [1.01, -0.80, -1.14], [-0.01, -0.03, -2.70], [-1.05, -0.76, -3.86], [1.61, -0.91, 0.59], [0.24, 1.22, -2.73], [0.96, 1.27, 5.41], [-1.69, -0.51, -0.64], [-0.09, 1.22, -0.21], [0.41, 0.01, 1.11], [0.51, -1.52, 0.82], [-0.43, 0.00, 0.55], [0.26, 0.83, 0.11], [0.30, -0.58, 0.75], [0.06, 0.34, -0.18], [-1.23, -0.16, 0.10], [-0.69, 0.40, 0.00], [-0.45, 0.97, 0.72], [0.64, -1.00, 0.71], [-0.71, 0.64, -0.16], [0.04, 0.01, 0.24], [-0.63, -0.23, -0.37]],
  "mulliken_charge": [-1.74, 1.58, 0.28, -0.95, -1.15, -0.88, 0.51, -0.03, -0.57, -0.72, 0.52, 0.36, 0.28, 0.26, 0.32, 0.46, 0.27, 0.27, 0.47, -0.14, -0.16, -0.24],
  "total_charge": -1,
  "max_force_ha_per_bohr": 0.1096,
  "e_tot_ev": -21351.3791,
  "gap_ev": 6.96,
  "molar_mass_g_mol": 171.25,
  "relative_energy_ev": 0.000
}

=====

Entry 4:
{
  "formula": "C6H11N2O4S",
  "method": "wB97M-V/def2-TZVPD",
  "species": ["C", "C", "C", "C", "C", "C", "N", "N", "O", "O", "O", "O", "S", "H", "H", "H", "H", "H", "H", "H", "H", "H", "H", "H"],
  "positions_angstrom": [[0.40289, 1.95817, -0.58468], [-1.48931, -1.09807, 1.56760], [-2.28832, 1.15791, 0.75575], [2.91486, 0.05791, -0.47447], [-1.07464, 0.18040, 0.78219], [0.13516, 0.62459, 0.31072], [-0.30956, -1.27037, -2.09971], [0.81401, -1.00965, -1.65687], [1.54686, 2.40867, -0.44050], [-0.55945, 2.26720, -1.28161], [1.68595, -0.64742, 1.80639], [1.03225, -1.91954, -0.08824], [1.40474, -0.53420, 0.40034], [-0.53090, -1.50340, 1.60401], [-1.84842, -0.73804, 2.57181], [-2.13343, -1.65517, 0.87469], [-1.89415, 2.17682, 0.86666], [-2.77717, 1.11539, -0.22158], [-2.90620, 0.87330, 1.56860], [2.50951, 0.94395, -0.97811], [3.71484, 0.16129, 0.31964], [3.21099, -0.59900, -1.20525], [-1.11805, -0.93618, -1.57470], [-0.44245, -2.01456, -2.82266]],
  "forces_ev_per_angstrom": [[-0.44, -1.35, 0.97], [0.89, 2.53, -1.09], [2.23, 0.17, -1.10], [-0.98, 1.06, 2.37], [-0.79, 2.00, 0.13], [-2.34, -0.39, -0.67], [-1.07, -0.69, -0.65], [1.61, 1.07, -2.20], [-0.26, 0.86, -0.09], [-0.12, 0.46, -0.27], [0.93, 0.27, 1.41], [0.41, -0.06, 1.20], [1.27, -1.90, -0.34], [1.03, -2.03, 0.97], [-0.04, -0.88, -1.13], [-0.27, -0.07, 0.86], [-0.45, -0.19, 0.00], [-0.20, -0.01, 0.24], [-0.95, -0.01, 0.59], [1.00, 0.13, 0.55], [-1.16, 0.38, -0.92], [0.39, -2.05, -1.45], [-0.55, 0.20, -0.28], [-0.13, 0.52, 0.90]],
  "mulliken_charge": [0.35, -1.31, -1.52, -1.23, 0.72, 0.33, -0.14, -0.46, -0.74, -0.69, -0.84, -0.51, 1.32, 0.41, 0.41, 0.26, 0.36, 0.23, 0.51, 0.41, 0.31, 0.44, 0.18, 0.20],
  "total_charge": -1,
  "max_force_ha_per_bohr": 0.0570,
  "e_tot_ev": -28401.8345,
  "gap_ev": 8.05,
  "molar_mass_g_mol": 207.23,
  "relative_energy_ev": 5.327
}